(1)
Entry from the OMol25 dataset: a 3-piece molecular cluster, C32H38BClF13NO4S3 overall at a distorted geometry (the ωB97M-V functional and the def2-TZVPD basis).

Structure (ORCA input):
```
! RIJCOSX wB97M-V def2-TZVPD def2/J DEFGRID3
* xyz 0 1
C 2.314 -5.418 -0.641
C 1.374 -4.954 0.179
N 1.080 -3.583 0.444
C 0.906 -3.313 1.844
C -0.339 -3.548 2.377
C -0.591 -3.324 3.703
C 0.399 -2.851 4.523
C 1.665 -2.576 4.041
B 2.769 -1.979 5.023
O 3.019 -2.491 6.283
O 3.484 -0.888 4.591
C 2.688 0.142 4.007
C 1.879 -2.843 2.694
S 3.511 -2.561 2.005
C 3.083 -2.119 0.335
C 3.870 -1.230 -0.342
C 3.571 -0.835 -1.621
C 4.449 0.178 -2.305
C 4.096 1.598 -1.749
C 4.786 1.899 -0.409
Cl 5.083 3.660 -0.188
C 2.443 -1.411 -2.210
S 2.014 -0.942 -3.892
C 1.651 -2.309 -1.528
C 0.422 -2.925 -2.175
C -0.852 -2.445 -1.399
C -1.881 -1.808 -2.317
F -2.412 -2.850 -3.045
F -1.351 -0.973 -3.226
C -3.093 -1.194 -1.569
F -3.717 -2.187 -0.908
F -3.963 -0.778 -2.526
C -2.781 0.066 -0.682
F -3.428 1.130 -1.170
F -1.465 0.377 -0.842
C -2.978 -0.100 0.856
F -2.478 -1.252 1.296
F -2.215 0.846 1.437
S -4.725 0.158 1.518
F -5.379 -0.204 0.127
F -4.677 1.700 1.201
F -4.111 0.471 2.960
F -4.794 -1.374 1.957
F -6.173 0.347 2.114
C 1.959 -2.667 -0.221
H 2.161 -6.410 -1.057
H 3.197 -4.873 -0.958
H 0.727 -5.676 0.676
H -1.148 -3.900 1.742
H -1.586 -3.539 4.078
H 0.187 -2.689 5.577
H 2.422 -2.098 6.929
H 2.295 -0.106 3.014
H 1.823 0.391 4.639
H 3.254 1.064 3.894
H 4.750 -0.803 0.132
H 4.247 0.234 -3.372
H 5.511 0.024 -2.096
H 4.394 2.390 -2.444
H 3.008 1.672 -1.635
H 5.765 1.415 -0.411
H 4.195 1.539 0.434
H 2.060 0.404 -3.793
H 0.340 -2.700 -3.236
H 0.523 -4.008 -2.069
H -1.280 -3.298 -0.872
H -0.503 -1.749 -0.633
C 1.496 4.571 1.454
C 0.229 3.791 1.785
C 0.754 2.367 1.873
O 2.109 2.456 2.329
C 2.543 3.822 2.264
H 1.440 5.628 1.709
H 1.717 4.487 0.387
H -0.160 4.108 2.756
H -0.565 3.905 1.047
H 0.757 1.883 0.889
H 0.178 1.746 2.562
H 2.604 4.208 3.287
H 3.534 3.869 1.816
C -4.740 2.890 -3.119
C -5.604 3.940 -3.805
C -4.742 4.318 -5.000
O -3.992 3.151 -5.349
C -4.114 2.177 -4.308
H -5.297 2.218 -2.468
H -3.964 3.378 -2.524
H -6.539 3.487 -4.145
H -5.849 4.791 -3.171
H -4.033 5.114 -4.743
H -5.330 4.643 -5.859
H -4.759 1.369 -4.671
H -3.131 1.759 -4.083
*
```

Results
HOMO-LUMO gap = 8.2 eV
SMILES string = C=CN1c2cccc(B(O)OC)c2Sc2cc(CCCCl)c(S)c(CCC(F)(F)C(F)(F)C(F)(F)C(F)(F)S(F)(F)(F)(F)F)c21.C1CCOC1.C1CCOC1
strongest force on any atom = 2.0 eV/A


(2)
Entry from the OMol25 dataset: C32H38BrN4ORh as an isolated structure at a distorted geometry (the ωB97M-V functional and the def2-TZVPD basis).

Structure (ORCA input):
```
! RIJCOSX wB97M-V def2-TZVPD def2/J DEFGRID3
* xyz 2 1
Rh -0.481 -1.351 -1.564
C -3.034 -0.111 -1.658
N -2.322 -0.992 -0.693
C -2.994 -2.313 -0.518
C -2.536 -3.325 -1.514
C -3.323 -4.371 -1.945
C -2.750 -5.356 -2.739
C -1.410 -5.255 -3.068
C -0.686 -4.160 -2.630
N -1.242 -3.214 -1.866
C -2.103 -0.370 0.651
C -0.636 -0.417 1.050
C -0.183 0.629 1.933
C 1.145 1.064 2.628
C 2.774 0.906 1.213
C 2.069 0.164 0.067
N 0.117 -1.306 0.404
C -2.622 -0.347 -3.095
C -3.421 0.073 -4.141
C -2.944 -0.039 -5.438
C -1.683 -0.569 -5.654
C -0.936 -0.985 -4.568
N -1.403 -0.878 -3.320
H -2.781 0.917 -1.407
H -4.116 -0.225 -1.545
H -4.079 -2.192 -0.496
H -2.678 -2.696 0.454
H -4.361 -4.422 -1.647
H -3.343 -6.190 -3.088
H -0.916 -6.002 -3.672
H 0.354 -4.020 -2.884
H -2.675 -0.918 1.402
H -2.476 0.648 0.659
H -1.019 1.219 2.300
H 0.922 1.488 3.606
H 3.802 1.179 1.003
H 2.679 -0.164 -0.772
H -4.400 0.488 -3.942
H -3.552 0.287 -6.271
H -1.275 -0.665 -6.650
H 0.051 -1.412 -4.666
C 2.621 -0.193 5.002
C 3.386 0.089 3.705
C 4.132 1.419 3.841
C 4.397 -1.033 3.454
C 2.416 0.116 2.517
C 1.826 -1.166 2.060
C 1.438 -1.054 0.799
Br 1.695 -1.871 -2.566
C 0.915 1.022 -0.386
O 0.109 0.694 -1.288
C 0.750 2.152 0.513
C 1.786 2.017 1.595
C 0.000 3.426 0.283
C -0.223 4.185 1.596
C -1.333 3.277 -0.445
C 0.966 4.241 -0.617
H 3.323 -0.440 5.798
H 1.938 -1.040 4.901
H 2.046 0.672 5.337
H 4.685 1.436 4.780
H 3.451 2.273 3.862
H 4.851 1.567 3.035
H 5.197 -0.990 4.193
H 4.856 -0.942 2.466
H 3.932 -2.017 3.524
H 1.411 -1.903 2.737
H 2.207 2.941 1.980
H -0.786 3.593 2.319
H -0.799 5.088 1.393
H 0.713 4.496 2.058
H -2.058 2.758 0.182
H -1.217 2.755 -1.393
H -1.738 4.269 -0.644
H 1.923 4.415 -0.124
H 0.509 5.211 -0.815
H 1.142 3.742 -1.570
*
```

Results
HOMO-LUMO gap = 6.9 eV
strongest force on any atom = 1.5 eV/A


(3)
Entry from the OMol25 dataset: C32H38N7P2PdSe2 as an isolated structure (the ωB97M-V functional and the def2-TZVPD basis).

Structure (ORCA input):
```
! RIJCOSX wB97M-V def2-TZVPD def2/J DEFGRID3
* xyz 3 5
Pd -0.123 0.046 -0.097
N 1.043 -1.609 0.892
C 1.184 -1.243 2.318
C -0.157 -0.799 2.888
N -0.907 0.145 2.007
C -0.711 1.553 2.418
C 0.729 2.001 2.222
N 1.226 1.691 0.847
C -2.340 -0.225 1.898
C -2.527 -1.503 1.101
N -1.958 -1.373 -0.273
H 1.948 -1.751 0.451
H 0.555 -2.494 0.796
H 1.560 -2.073 2.916
H 1.927 -0.452 2.381
H -0.778 -1.677 3.060
H -0.002 -0.344 3.869
H -1.382 2.171 1.820
H -0.991 1.697 3.465
H 0.795 3.067 2.433
H 1.379 1.507 2.939
H 1.194 2.518 0.263
H 2.203 1.420 0.877
H -2.802 -0.330 2.883
H -2.853 0.595 1.393
H -2.024 -2.338 1.583
H -3.587 -1.753 1.076
H -1.777 -2.292 -0.662
H -2.646 -0.950 -0.886
Se 0.227 -0.309 -7.069
P 2.035 0.031 -5.867
C 3.319 -1.144 -6.198
C 3.175 -2.076 -7.224
C 4.213 -2.954 -7.499
C 5.380 -2.901 -6.756
C 5.523 -1.972 -5.727
C 4.496 -1.096 -5.438
C 2.542 1.684 -6.301
C 1.594 2.717 -6.302
C 1.972 3.998 -6.664
C 3.290 4.252 -7.032
C 4.227 3.226 -7.047
C 3.860 1.936 -6.692
C 1.579 -0.116 -4.119
C 0.720 0.514 -3.210
N 0.896 -0.124 -2.032
N 1.778 -1.095 -2.196
N 2.202 -1.105 -3.442
P -0.349 1.918 -3.228
Se -1.506 1.924 -1.317
C -1.558 1.816 -4.510
C -2.284 0.619 -4.589
C -3.285 0.493 -5.535
C -3.551 1.549 -6.404
C -2.823 2.731 -6.328
C -1.829 2.877 -5.373
C 0.552 3.436 -3.123
C -0.144 4.658 -3.056
C 0.572 5.837 -2.950
C 1.963 5.800 -2.895
C 2.648 4.590 -2.942
C 1.950 3.398 -3.051
H 2.273 -2.115 -7.817
H 4.109 -3.674 -8.299
H 6.189 -3.586 -6.977
H 6.436 -1.939 -5.148
H 4.607 -0.389 -4.625
H 0.560 2.508 -6.056
H 1.240 4.796 -6.684
H 3.584 5.251 -7.330
H 5.244 3.425 -7.358
H 4.587 1.139 -6.739
H -2.039 -0.219 -3.943
H -3.849 -0.427 -5.613
H -4.330 1.448 -7.149
H -3.032 3.541 -7.015
H -1.261 3.798 -5.321
H -1.227 4.686 -3.086
H 0.050 6.784 -2.907
H 2.518 6.726 -2.812
H 3.730 4.578 -2.903
H 2.482 2.457 -3.110
*
```

Results
HOMO-LUMO gap (alpha / beta) = 7.7 / 4.7 eV
<S²> = 6.01
strongest force on any atom = 0.4 eV/A


(4)
Entry from the OMol25 dataset: C32H39AsN3O6PSi2Y as an isolated structure (the ωB97M-V functional and the def2-TZVPD basis).

Structure (ORCA input):
```
! RIJCOSX wB97M-V def2-TZVPD def2/J DEFGRID3
* xyz -1 1
Y 0.211 0.430 -0.958
O 1.521 1.509 -5.136
C 1.191 1.643 -3.854
O 1.726 1.039 -2.959
C 0.075 2.593 -3.574
C -0.454 3.522 -4.449
C -1.451 4.363 -3.951
C -1.859 4.249 -2.637
C -1.274 3.271 -1.830
N -0.342 2.469 -2.313
C -1.624 3.058 -0.341
O -2.485 3.791 0.125
O -0.935 2.145 0.199
H 2.132 0.752 -5.183
H -0.098 3.596 -5.465
H -1.894 5.111 -4.597
H -2.615 4.881 -2.192
C -2.710 -3.120 4.927
C -2.555 -1.786 4.572
C -2.085 -1.449 3.315
C -1.776 -2.443 2.386
C -1.933 -3.778 2.748
C -2.394 -4.114 4.015
P -1.178 -1.890 0.755
C -0.874 -3.448 -0.140
C -1.837 -4.073 -0.931
C -1.520 -5.215 -1.651
C -0.238 -5.740 -1.594
C 0.732 -5.115 -0.822
C 0.416 -3.973 -0.104
C -2.619 -1.179 -0.070
C -3.956 -1.507 0.150
C -4.930 -0.927 -0.641
C -4.547 -0.042 -1.648
C -3.209 0.268 -1.838
C -2.178 -0.265 -1.040
H -3.072 -3.381 5.913
H -2.794 -1.003 5.280
H -1.956 -0.405 3.049
H -1.692 -4.558 2.038
H -2.507 -5.158 4.282
H -2.834 -3.655 -0.991
H -2.276 -5.689 -2.265
H 0.017 -6.622 -2.168
H 1.746 -5.492 -0.808
H 1.193 -3.454 0.446
H -4.230 -2.207 0.935
H -5.977 -1.156 -0.482
H -5.305 0.420 -2.271
H -2.969 0.981 -2.629
N -0.519 -0.711 -3.454
N 0.618 -1.400 -3.944
C 1.477 -1.896 -2.891
O 2.329 -2.706 -3.218
O 1.236 -1.409 -1.743
H -1.211 -1.331 -3.040
H -0.942 -0.196 -4.217
H 0.409 -2.156 -4.586
C 1.683 1.847 3.912
Si 2.536 0.486 2.904
C 1.683 -1.158 3.303
C 4.290 0.306 3.597
As 2.482 0.792 0.620
Si 2.975 3.053 0.512
C 3.236 3.532 -1.310
C 1.653 4.260 1.133
C 4.570 3.499 1.429
H 1.619 1.530 4.960
H 0.676 2.042 3.542
H 2.236 2.788 3.890
H 1.772 -1.367 4.374
H 2.148 -1.983 2.760
H 0.624 -1.148 3.048
H 4.238 0.111 4.672
H 4.913 1.186 3.441
H 4.793 -0.539 3.122
H 2.273 3.708 -1.795
H 3.772 2.769 -1.874
H 3.803 4.467 -1.358
H 0.692 4.092 0.647
H 1.991 5.278 0.907
H 1.481 4.195 2.208
H 5.384 2.818 1.181
H 4.435 3.479 2.511
H 4.868 4.515 1.153
*
```

Results
HOMO-LUMO gap = 5.6 eV
strongest force on any atom = 1.0 eV/A


| no. | molar mass (g/mol) |
| --- | --- |
| 1 | 890.10 |
| 2 | 677.49 |
| 3 | 846.99 |
| 4 | 812.65 |